{"formula": "C5H8O", "method": "ωB97M-V/def2-TZVPD", "species": ["O", "C", "C", "C", "C", "C", "H", "H", "H", "H", "H", "H", "H", "H"], "xyz": [[-0.8188, 1.5994, -0.5338], [-0.7408, 0.5898, 0.4465], [-1.2221, -0.6922, -0.1873], [0.2227, -1.1063, -0.6113], [1.5297, 0.0887, -0.4383], [0.6512, 0.0365, 0.6720], [-0.2008, 2.2999, -0.2975], [-1.2456, 0.8641, 1.3718], [-2.0526, -0.5461, -0.8885], [-1.5814, -1.3630, 0.6180], [0.4306, -2.1522, -0.3943], [1.4564, 0.8265, -1.2200], [2.5815, -0.1787, -0.1955], [0.9899, -0.2664, 1.6582]], "nbo_charge": [-0.706, 0.076, -0.410, -0.258, -0.355, -0.254, 0.466, 0.165, 0.203, 0.198, 0.196, 0.223, 0.232, 0.224], "mol_weight_g_mol": 84.12, "orbital_gap_ev": 9.03}


{"formula": "C5H8O", "method": "ωB97M-V/def2-TZVPD", "species": ["C", "C", "C", "C", "C", "O", "H", "H", "H", "H", "H", "H", "H", "H"], "xyz": [[-1.5131, -0.5891, 1.2632], [-0.4113, -0.6336, 0.2428], [-0.1365, 0.4786, -0.5803], [1.1052, 0.5391, -1.3693], [2.0353, -0.0574, 0.4512], [2.6318, 0.6345, 1.1558], [-1.2342, -1.1394, 2.1684], [-1.7382, 0.4430, 1.5560], [-2.4504, -1.0365, 0.8954], [-0.1176, -1.6153, -0.1232], [-0.4564, 0.3763, -1.7134], [-0.4842, 1.4479, -0.2124], [1.4135, -0.3454, -1.9134], [1.3561, 1.4973, -1.8209]], "nbo_charge": [-0.649, -0.200, -0.502, -0.456, 0.507, -0.547, 0.224, 0.207, 0.211, 0.201, 0.336, 0.233, 0.213, 0.222], "mol_weight_g_mol": 84.12, "orbital_gap_ev": [7.76, 7.76]}


{"formula": "C5H8O", "method": "ωB97M-V/def2-TZVPD", "species": ["C", "C", "C", "C", "C", "O", "H", "H", "H", "H", "H", "H", "H", "H"], "xyz": [[-0.6524, -0.0423, -1.4348], [-0.4862, -0.0577, -0.1483], [0.6242, 0.7625, 0.4229], [-1.5921, -0.5756, 0.8113], [1.9676, 0.3036, 0.0708], [0.4524, 1.7609, 1.0886], [-1.6113, -0.3579, -1.7720], [0.0374, 0.1876, -2.1558], [-2.6043, -0.3342, 0.5367], [-1.4082, -0.2331, 1.8700], [-1.5025, -1.6828, 0.8590], [2.0396, -0.8750, 0.3309], [2.8068, 0.7858, 0.5253], [1.9290, 0.3581, -1.0048]], "nbo_charge": [-0.363, -0.076, 0.554, -0.641, -0.696, -0.535, 0.194, 0.195, 0.226, 0.230, 0.220, 0.223, 0.238, 0.232], "mol_weight_g_mol": 84.12, "orbital_gap_ev": 10.59}


Here are the calculated total energy numbers, same order: -7358.3336 -7357.6487 -7360.7541 (eV).
Here are the calculated energy relative to the best compared isomer or geometry (same formula, charge and spin) numbers, same order: 378.38 444.46 144.84 (kJ/mol).